Formula: C6H11N2O
Source: the Open Molecules 2025 dataset
Level of theory: wB97M-V/def2-TZVPD

Last column: natural (NBO) charge in e.
Positions of all 20 atoms, in Å:
C (1.01261, 0.00336, 1.53464)  0.036
C (1.05582, 0.70869, -0.78412)  0.716
C (1.84035, 0.39871, -1.98011)  -0.697
C (-1.77093, -2.50640, 1.21477)  -0.732
C (-0.93092, 1.79794, 0.02625)  -0.464
C (-1.06738, -1.26390, 1.43194)  0.352
N (-0.06136, -0.69559, 1.64267)  -0.300
N (-0.10007, 1.21246, -0.99514)  -0.511
O (1.61594, 0.22829, 0.26870)  -0.406
H (1.64645, 0.26232, 2.42220)  0.235
H (2.67496, 1.13496, -2.12073)  0.279
H (2.17917, -0.66250, -2.03609)  0.273
H (1.27235, 0.48842, -2.87676)  0.231
H (-1.02361, -3.34097, 1.19951)  0.236
H (-2.06632, -2.40528, 0.08818)  0.280
H (-2.48127, -2.75167, 2.09136)  0.301
H (-1.69011, 2.45167, -0.45959)  0.245
H (-1.38534, 0.97832, 0.52567)  0.233
H (-0.44773, 2.56092, 0.80895)  0.248
H (-0.27260, 1.40025, -2.00230)  0.444

Computed properties:
* spin multiplicity: 1
* HOMO level: -0.4154 Ha
* Kohn-Sham gap: 7.95 eV
* net charge: +1
* E_tot: -11417.5320 eV
* ΔE to the lowest compared entry with this formula, charge and spin: 106.9 kcal per mole

=====

Formula: C9H9N3O2
Source: the Open Molecules 2025 dataset
Level of theory: wB97M-V/def2-TZVPD

Last column: natural (NBO) charge in e.
Positions of all 23 atoms, in Å:
O (0.33640, -0.87616, 0.56190)  -0.581
C (1.37076, -0.33526, 0.36576)  0.645
C (1.50880, 1.10297, 0.10397)  -0.383
C (2.88404, 1.54165, 0.03728)  0.072
N (3.96866, 0.76411, -0.13665)  -0.577
C (3.89335, -0.48380, 0.10208)  0.759
O (4.82042, -1.29781, -0.23558)  -0.643
N (2.61733, -0.90911, 0.47819)  -0.633
H (0.73521, 1.81971, 0.05076)  0.256
H (3.13259, 2.49439, -0.32723)  0.208
H (4.92735, 1.05533, -0.87906)  0.470
H (2.46979, -1.90959, 0.44411)  0.430
C (-3.44756, -1.32092, -0.23600)  -0.185
C (-2.07685, -1.19556, -0.23417)  -0.254
C (-1.56730, 0.09262, -0.05338)  0.064
N (-2.34449, 1.16820, 0.11363)  -0.456
C (-3.63753, 0.99230, 0.18503)  0.042
C (-4.24131, -0.25983, 0.00367)  -0.271
H (-3.85854, -2.30420, -0.29209)  0.208
H (-1.41559, -2.00406, -0.27580)  0.225
H (-0.46404, 0.35954, -0.17726)  0.205
H (-4.26745, 1.86254, 0.29921)  0.182
H (-5.34405, -0.35705, 0.10165)  0.215

Computed properties:
* spin multiplicity: 1
* HOMO level: -0.3244 Ha
* Kohn-Sham gap: 8.53 eV
* net charge: 0
* E_tot: -18041.2187 eV
* ΔE to the lowest compared entry with this formula, charge and spin: 104.6 kcal per mole

=====

Formula: C28H42ClO25
Source: the Open Molecules 2025 dataset
Level of theory: wB97M-V/def2-TZVPD

Last column: Löwdin charge in e.
Positions of all 96 atoms, in Å:
Cl (8.31279, -16.83828, -18.05221)  0.529
O (6.98194, -17.15567, -18.34940)  -0.362
O (8.68765, -15.63377, -18.77598)  -0.415
O (8.59322, -16.61753, -16.68424)  -0.382
O (9.11848, -17.85312, -18.55146)  -0.373
C (11.14245, -22.91585, -20.80694)  0.008
C (11.47457, -23.85274, -21.99691)  -0.364
C (10.63961, -25.07641, -22.27419)  -0.139
O (10.28182, -24.91631, -23.56738)  0.085
C (10.69209, -23.74975, -24.08245)  -0.559
O (10.52814, -23.39866, -25.20682)  0.176
O (11.26249, -23.08388, -23.09542)  0.097
H (10.11314, -22.63945, -21.03551)  0.091
H (11.78427, -22.05008, -20.97006)  0.091
H (11.22360, -23.43073, -19.84965)  0.087
H (12.52663, -24.13142, -21.93691)  0.150
H (9.73275, -25.03887, -21.67062)  0.138
H (11.16798, -26.02102, -22.14525)  0.139
C (4.99025, -22.53562, -18.07631)  0.000
C (5.00819, -23.86673, -18.93226)  -0.308
C (3.70100, -24.67469, -19.03620)  -0.134
O (3.47895, -24.80736, -20.39703)  0.061
C (4.35941, -24.02601, -21.11288)  -0.482
O (4.31976, -23.81412, -22.31527)  0.137
O (5.32000, -23.59697, -20.26081)  0.079
H (4.34944, -21.72336, -18.41940)  0.085
H (5.97959, -22.07831, -18.08943)  0.080
H (4.73330, -22.72905, -17.03484)  0.079
H (5.71101, -24.61698, -18.56994)  0.144
H (2.92681, -24.08939, -18.54006)  0.129
H (3.79176, -25.63319, -18.52517)  0.131
C (13.40365, -16.67344, -15.47099)  -0.007
C (13.77259, -16.51455, -14.00853)  -0.338
C (12.68372, -16.28642, -12.93500)  -0.113
O (12.87282, -17.30085, -12.02307)  0.093
C (13.71567, -18.22343, -12.46210)  -0.480
O (14.10398, -19.25648, -11.83376)  0.082
O (14.31383, -17.68161, -13.52993)  0.081
H (12.70515, -17.49071, -15.65064)  0.097
H (14.21153, -16.93251, -16.15532)  0.085
H (12.96890, -15.73208, -15.80707)  0.088
H (14.47160, -15.69755, -13.82969)  0.148
H (11.72181, -16.26039, -13.44701)  0.134
H (12.73794, -15.28881, -12.49918)  0.132
C (3.76813, -16.25547, -11.59790)  -0.019
C (4.75523, -17.15178, -12.45679)  -0.303
C (6.02689, -17.48768, -11.64783)  -0.120
O (5.86925, -18.81016, -11.26717)  0.056
C (4.76746, -19.37460, -11.85294)  -0.438
O (4.37313, -20.52399, -11.71381)  0.126
O (4.12043, -18.38803, -12.64885)  0.043
H (3.53680, -16.68808, -10.62454)  0.081
H (2.77191, -16.20375, -12.03717)  0.074
H (4.19564, -15.27275, -11.39891)  0.081
H (5.01443, -16.71850, -13.42280)  0.151
H (5.92213, -16.91540, -10.72607)  0.128
H (6.93190, -17.37913, -12.24555)  0.141
C (12.11689, -10.60062, -15.29690)  0.001
C (10.80589, -10.50555, -16.13171)  -0.351
C (9.56315, -11.09458, -15.48953)  -0.081
O (8.57101, -10.12958, -15.89927)  0.076
C (9.18095, -8.97879, -16.26921)  -0.504
O (8.59127, -7.89543, -16.38419)  0.110
O (10.50620, -9.17823, -16.30001)  0.090
H (12.67671, -11.50551, -15.53332)  0.081
H (11.84505, -10.54769, -14.24267)  0.075
H (12.67581, -9.66627, -15.34892)  0.082
H (10.85139, -11.04633, -17.07700)  0.155
H (9.64337, -11.30545, -14.42314)  0.129
H (9.41328, -12.08356, -15.92261)  0.138
C (2.90977, -13.16518, -16.18576)  -0.019
C (2.63941, -11.77081, -15.65669)  -0.290
C (1.20525, -11.52113, -15.07870)  -0.055
O (1.50042, -11.04103, -13.77230)  0.082
C (2.77154, -11.23451, -13.50154)  -0.661
O (3.19612, -11.19874, -12.37797)  0.141
O (3.42780, -11.59233, -14.52665)  0.116
H (3.93572, -13.28065, -16.53532)  0.090
H (2.28953, -13.62061, -16.95775)  0.088
H (2.90913, -13.91541, -15.39504)  0.087
H (3.04403, -10.99522, -16.30695)  0.158
H (0.60766, -12.42768, -14.98301)  0.132
H (0.65818, -10.76950, -15.64780)  0.129
C (7.60565, -18.71915, -23.90781)  -0.003
C (8.18055, -17.26411, -24.08911)  -0.263
C (9.66736, -17.16390, -23.96501)  -0.142
O (10.07503, -16.97562, -25.27424)  0.051
C (9.03980, -16.88570, -26.17000)  -0.532
O (9.23768, -16.68064, -27.35553)  0.125
O (7.92324, -16.84350, -25.45861)  0.090
H (7.75538, -19.26149, -22.97424)  0.083
H (7.99442, -19.35087, -24.70649)  0.089
H (6.52490, -18.57908, -23.92939)  0.077
H (7.74898, -16.54497, -23.39292)  0.154
H (10.14805, -18.03601, -23.52177)  0.137
H (9.96713, -16.31092, -23.35617)  0.136

Computed properties:
* spin multiplicity: 1
* HOMO level: -0.2335 Ha
* Kohn-Sham gap: 8.02 eV
* net charge: -1
* E_tot: -93420.2455 eV
* ΔE to the lowest compared entry with this formula, charge and spin: 69.1 kcal per mole

=====

Formula: C51H91BrClF3N9O9P2S3
Source: the Open Molecules 2025 dataset
Level of theory: wB97M-V/def2-TZVPD

Last column: Löwdin charge in e.
Positions of all 170 atoms, in Å:
C (3.05327, -5.09490, 0.91837)  -0.053
C (2.09873, -5.11714, -0.27572)  -0.258
O (2.29424, -3.95144, -1.08196)  -0.156
C (1.50116, -4.03596, -2.23930)  -0.195
C (1.85060, -2.84446, -3.13627)  -0.146
O (1.82199, -1.66381, -2.32919)  -0.161
C (2.76303, -0.72743, -2.79821)  -0.218
C (2.66321, 0.63980, -2.09158)  -0.411
P (4.24950, 1.52138, -2.85994)  0.812
O (4.17793, 1.22223, -4.49215)  -0.283
O (5.53987, 0.56493, -2.46628)  -0.240
N (1.38278, 1.33647, -2.52922)  -0.147
P (1.66682, 2.96152, -3.37376)  0.618
O (0.18386, 3.44505, -3.85534)  -0.341
Br (2.43184, 4.51440, -1.93946)  0.339
C (0.23322, 1.22489, -1.56517)  -0.590
S (-0.38311, 2.80465, -0.85353)  0.875
C (-1.01412, 0.69802, -2.35695)  -0.189
C (-1.08957, -0.83676, -2.48836)  -0.247
C (-2.54869, -1.17560, -3.02345)  -0.445
S (-3.35305, -2.21350, -1.73199)  0.913
C (-4.69786, -1.25314, -1.05971)  -1.073
S (-5.38959, -0.01345, -1.88873)  0.706
N (-5.12748, -1.66371, 0.21178)  -0.225
C (-5.75364, -3.01949, 0.14866)  -0.218
C (-4.91799, -4.02480, 1.01413)  -0.082
C (-6.01481, -0.68703, 0.84806)  -0.293
C (-6.25972, -1.12167, 2.33296)  -0.068
C (0.55417, 0.32426, -0.32129)  -0.258
C (-0.56887, 0.36106, 0.73815)  -0.105
O (-0.19963, 1.17151, 1.87236)  0.028
C (-1.30372, 1.61403, 2.51293)  -0.806
F (-1.83465, 2.64975, 1.91562)  0.168
F (-2.18244, 0.65530, 2.68705)  0.201
F (-0.90924, 1.99802, 3.70369)  0.201
O (1.74701, 0.85394, 0.24620)  -0.116
C (2.88813, 0.59382, -0.54963)  -0.664
Cl (4.04922, 1.91053, -0.00074)  0.739
C (3.46934, -0.74892, -0.01097)  -0.097
C (4.20435, -0.56427, 1.35705)  -0.193
O (4.23204, -1.86345, 1.97564)  -0.021
C (5.49123, -2.31439, 2.26312)  -0.544
C (6.51222, -1.48473, 3.02894)  0.022
O (5.77699, -3.39843, 1.94285)  0.159
H (2.73360, -5.90018, 1.59097)  0.066
H (4.09287, -5.19873, 0.60129)  0.079
H (2.97365, -4.15284, 1.47225)  0.060
H (2.30255, -6.01116, -0.88228)  0.119
H (1.05570, -5.09712, 0.08452)  0.123
H (0.43731, -4.04720, -1.94710)  0.133
H (1.73687, -4.95160, -2.80945)  0.136
H (1.08279, -2.72299, -3.91963)  0.117
H (2.84371, -3.02016, -3.57398)  0.138
H (3.77649, -1.15229, -2.71974)  0.128
H (2.60586, -0.56192, -3.88652)  0.130
H (3.87653, 2.03347, -4.92431)  0.030
H (5.41227, 0.15470, -1.59863)  0.030
H (1.10441, 0.74833, -3.33270)  0.129
H (0.24188, 4.37229, -4.15752)  0.024
H (0.36192, 3.01630, 0.26623)  -0.055
H (-1.92181, 1.08917, -1.88457)  0.100
H (-1.00330, 1.11850, -3.37495)  0.102
H (-0.99738, -1.40312, -1.56109)  0.068
H (-0.40784, -1.14125, -3.28310)  0.055
H (-2.46055, -1.83351, -3.88953)  0.052
H (-3.13955, -0.28317, -3.24345)  0.030
H (-6.79406, -3.00731, 0.48587)  0.115
H (-5.74991, -3.35757, -0.89401)  0.096
H (-4.08570, -3.46252, 1.44297)  0.034
H (-5.52704, -4.44815, 1.81853)  0.071
H (-4.49306, -4.82110, 0.39298)  0.065
H (-5.56805, 0.30718, 0.89928)  0.093
H (-6.99661, -0.65171, 0.35441)  0.102
H (-6.38333, -0.24452, 2.97737)  0.070
H (-5.37971, -1.67619, 2.67748)  0.067
H (-7.18165, -1.70597, 2.41669)  0.070
H (0.67518, -0.73597, -0.57534)  0.137
H (-1.55276, 0.59839, 0.32533)  0.130
H (-0.65428, -0.66014, 1.13942)  0.139
H (2.61086, -1.38987, 0.21672)  0.132
H (4.18083, -1.24574, -0.67752)  0.125
H (3.68467, 0.13331, 2.01717)  0.124
H (5.22770, -0.26490, 1.11489)  0.096
H (6.07921, -0.91825, 3.86073)  0.086
H (7.32733, -2.10468, 3.39911)  0.092
H (6.96027, -0.77728, 2.31495)  0.086
C (-3.74116, 4.87160, 1.26097)  -0.109
C (-4.11827, 6.34000, 1.42074)  -0.268
C (-5.34254, 6.73215, 0.58702)  -0.178
C (-5.06463, 6.50743, -0.84321)  -0.235
N (-4.83724, 6.33426, -1.94409)  0.142
H (-3.46523, 4.63919, 0.23020)  0.069
H (-2.88733, 4.62891, 1.88856)  0.054
H (-4.57081, 4.22233, 1.54961)  0.085
H (-3.26462, 6.96084, 1.13508)  0.109
H (-4.32481, 6.54295, 2.47422)  0.103
H (-5.58576, 7.78304, 0.73935)  0.064
H (-6.21014, 6.13947, 0.88029)  0.127
C (0.34188, -1.50869, 3.95768)  -0.104
C (0.13601, -2.28302, 5.25241)  -0.272
C (-0.40491, -3.68821, 5.00419)  -0.197
C (-1.70176, -3.58486, 4.31033)  -0.226
N (-2.69031, -3.50421, 3.75341)  0.164
H (-0.59964, -1.36235, 3.42307)  0.050
H (0.75262, -0.51948, 4.16695)  0.075
H (1.03752, -2.03203, 3.29385)  0.075
H (-0.55479, -1.72646, 5.89124)  0.119
H (1.08018, -2.35200, 5.78849)  0.048
H (-0.53738, -4.21927, 5.94580)  0.106
H (0.28611, -4.26569, 4.38784)  0.111
C (0.57062, 6.87956, -8.71399)  -0.105
C (0.04609, 5.56299, -8.15147)  -0.261
C (-0.63919, 5.72739, -6.79059)  -0.175
C (0.31209, 6.26641, -5.79765)  -0.240
N (1.05253, 6.68303, -5.03757)  0.168
H (1.33680, 7.31461, -8.06989)  0.072
H (1.02195, 6.72070, -9.69330)  0.076
H (-0.23586, 7.60662, -8.82689)  0.081
H (0.87545, 4.85674, -8.06310)  0.109
H (-0.66809, 5.13203, -8.85528)  0.111
H (-1.01014, 4.76416, -6.43551)  0.111
H (-1.48851, 6.40730, -6.86772)  0.128
C (1.59166, -0.50381, -8.33611)  -0.104
C (1.57766, -1.83390, -7.59048)  -0.256
C (0.17149, -2.25756, -7.15050)  -0.167
C (-0.40408, -1.25359, -6.23827)  -0.195
N (-0.84885, -0.47568, -5.53615)  0.197
H (1.24198, 0.31504, -7.70362)  0.065
H (2.60476, -0.25823, -8.65478)  0.077
H (0.95823, -0.54532, -9.22415)  0.082
H (2.23028, -1.75997, -6.71607)  0.101
H (1.99316, -2.60972, -8.23522)  0.115
H (0.20966, -3.21807, -6.63468)  0.118
H (-0.48574, -2.36499, -8.01443)  0.127
C (-3.64987, 11.68084, 1.91710)  -0.107
C (-3.89465, 10.96801, 3.24260)  -0.259
C (-4.42516, 9.54192, 3.06268)  -0.182
C (-5.71327, 9.56065, 2.34608)  -0.243
N (-6.70939, 9.58816, 1.79827)  0.169
H (-4.57386, 11.79898, 1.34878)  0.072
H (-3.24618, 12.67837, 2.09133)  0.074
H (-2.93590, 11.12949, 1.30082)  0.077
H (-4.60192, 11.55084, 3.83617)  0.114
H (-2.96004, 10.92829, 3.80565)  0.109
H (-4.57182, 9.06883, 4.03442)  0.121
H (-3.71451, 8.93910, 2.49588)  0.099
C (5.10360, -1.76517, 7.07049)  -0.113
C (4.88238, -2.53985, 8.36544)  -0.257
C (4.32797, -3.94859, 8.12929)  -0.171
C (3.02347, -3.88003, 7.44828)  -0.182
N (2.01664, -3.82708, 6.92137)  0.184
H (4.16666, -1.60735, 6.53228)  0.066
H (5.52551, -0.78239, 7.28328)  0.075
H (5.79435, -2.29522, 6.41004)  0.072
H (4.19858, -1.97810, 9.00508)  0.114
H (5.82998, -2.61894, 8.90107)  0.111
H (4.19920, -4.46861, 9.07876)  0.120
H (5.01507, -4.53247, 7.51498)  0.122
C (1.83357, -10.20210, 3.54705)  -0.108
C (1.57684, -8.70031, 3.60565)  -0.266
C (0.42031, -8.25743, 2.70321)  -0.185
C (0.71227, -8.58280, 1.29550)  -0.246
N (0.93497, -8.84548, 0.21266)  0.152
H (2.12717, -10.51969, 2.54531)  0.072
H (2.64259, -10.47586, 4.22475)  0.074
H (0.94348, -10.76379, 3.83806)  0.079
H (2.48922, -8.17090, 3.32050)  0.104
H (1.34961, -8.41602, 4.63518)  0.108
H (0.26537, -7.18083, 2.78857)  0.105
H (-0.50549, -8.75570, 2.99451)  0.121

Computed properties:
* spin multiplicity: 1
* HOMO level: -0.3668 Ha
* Kohn-Sham gap: 7.35 eV
* net charge: +1
* E_tot: -227993.9975 eV